Record 1
Molecular formula: C36H60AlCl7CsF2MgN3O11P2
Method: DFT, wB97M-V/def2-TZVPD

Structure (XYZ):
```
124
Properties=species:S:1:pos:R:3:mulliken_charge:R:1
C -5.181 3.565 -0.272 -0.565
C -4.920 4.982 -1.095 -0.110
C -3.948 6.043 -0.309 0.395
C -2.377 5.682 -0.621 0.280
C -1.494 6.921 -1.237 -0.468
C 0.008 6.442 -1.732 -0.548
C 0.820 5.538 -0.630 -1.016
C 1.170 4.011 -1.117 0.202
C 2.216 3.365 -0.032 -0.728
C 1.654 2.048 0.772 -0.525
C 1.203 0.800 -0.247 0.279
N 2.333 0.006 -0.841 -0.088
C 1.719 -1.050 -1.717 0.319
C 2.798 -2.097 -2.451 0.155
C 4.413 -1.889 -2.168 -1.327
C 4.941 -2.929 -1.010 1.392
C 5.670 -2.137 0.229 -0.914
C 5.141 -2.851 1.642 -1.268
O 3.917 -2.208 2.179 -0.156
C 3.055 -3.200 2.851 0.268
O 3.634 -4.107 3.651 -0.473
C 2.373 -3.323 -3.451 0.347
C 3.452 -4.366 -4.139 0.019
O 2.918 -5.742 -4.005 -0.362
C 3.117 -6.277 -2.649 0.565
O 2.327 -7.526 -2.400 -0.426
C 1.117 -7.178 -1.583 -0.162
C 1.462 -7.256 0.032 -0.325
O 0.952 -6.047 0.716 -0.422
C 0.780 -3.517 -3.785 -0.675
C -0.349 -2.503 -3.083 0.253
C -1.914 -2.793 -3.496 0.550
C -2.078 -3.461 -5.020 -1.015
F -2.778 -1.574 -3.513 -0.326
C 0.144 -1.298 -2.037 0.064
N -0.927 -0.456 -1.406 -0.418
C -0.395 0.598 -0.475 0.004
P -1.738 1.693 0.411 0.406
N -1.665 1.617 2.025 -0.424
H -4.692 2.679 -0.871 0.030
H -4.704 3.561 0.808 0.199
H -6.342 3.347 -0.188 0.298
H -5.972 5.489 -1.204 0.002
H -4.502 4.711 -2.177 0.296
H -4.164 7.156 -0.620 -0.671
H -4.119 5.891 0.862 0.321
H -2.388 4.794 -1.417 0.139
H -1.864 5.249 0.353 -0.153
H -2.100 7.350 -2.165 -0.054
H -1.366 7.711 -0.375 0.247
H -0.037 5.830 -2.749 0.290
H 0.636 7.439 -1.920 0.388
H 1.865 6.090 -0.458 0.439
H 0.291 5.567 0.439 0.319
H 1.716 3.981 -2.176 0.307
H 0.253 3.288 -1.190 -0.121
H 3.268 3.204 -0.553 0.240
H 2.407 4.203 0.794 0.429
H 2.588 1.609 1.373 0.223
H 0.845 2.295 1.579 0.224
H 4.637 -0.778 -1.864 0.486
H 5.015 -2.111 -3.175 0.387
H 5.591 -3.807 -1.469 -1.095
H 3.963 -3.439 -0.556 0.239
H 5.448 -0.979 0.267 0.335
H 6.848 -2.302 0.190 0.682
H 4.871 -3.976 1.355 0.300
H 5.958 -2.803 2.487 0.543
H 1.877 -3.246 2.770 0.273
H 4.512 -4.344 -3.641 -0.146
H 3.514 -4.163 -5.313 0.276
H 4.268 -6.533 -2.514 -0.508
H 2.786 -5.534 -1.786 0.148
H 0.646 -6.147 -1.883 0.105
H 0.271 -7.997 -1.781 0.347
H 2.615 -7.397 0.238 0.195
H 0.855 -8.182 0.477 0.332
H 0.383 -6.344 1.487 0.238
H 0.492 -4.410 -4.504 0.089
H -2.340 -3.616 -2.760 0.135
H -1.807 -4.621 -5.027 0.255
H -1.347 -2.832 -5.716 0.277
H -3.180 -3.236 -5.343 0.346
H -3.056 1.159 0.042 0.175
H -1.643 3.022 -0.143 -0.018
H -1.521 2.629 2.323 0.014
Cs 6.567 -0.517 1.567 1.029
C -2.063 -3.586 3.351 -0.387
C -3.168 -3.733 2.337 -0.608
C -2.588 -4.754 1.383 -0.267
O -1.722 -5.599 2.153 -0.370
C -1.525 -4.997 3.440 -0.348
H -2.400 -3.196 4.315 0.385
H -1.289 -2.914 2.962 0.083
H -4.064 -4.140 2.821 0.253
H -3.441 -2.796 1.845 0.366
H -1.983 -4.274 0.607 0.120
H -3.359 -5.361 0.899 0.295
H -2.082 -5.588 4.175 0.271
H -0.464 -5.026 3.702 0.240
Cl -4.413 9.054 -1.307 -0.522
Mg 6.173 -5.530 -1.771 0.083
Cl -1.466 3.638 4.357 -0.212
C -1.297 2.412 5.638 -0.407
C -1.908 2.867 6.954 -0.454
Cl -0.991 4.205 7.694 -0.188
H -0.234 2.177 5.747 0.347
H -1.809 1.512 5.284 0.247
H -1.899 2.043 7.673 0.332
H -2.943 3.197 6.826 0.319
F -5.502 0.879 -0.927 -0.529
C -7.639 7.395 -3.968 0.279
Cl -8.752 6.151 -4.590 -0.085
Cl -5.966 6.786 -4.042 -0.008
Cl -7.779 8.868 -4.961 -0.078
Cl -8.057 7.776 -2.278 -0.035
O 3.040 6.938 -2.002 -0.512
H 2.461 6.365 -2.470 0.329
Al -4.495 9.302 -3.868 0.471
O 4.658 -0.899 5.766 -0.385
P 4.443 -1.308 7.233 0.804
O 2.937 -1.443 7.511 -0.463
O 5.041 -0.234 8.157 -0.486
O 5.136 -2.655 7.497 -0.465
```

Its HOMO energy is -7.8414 eV. Its charge is 0. The LUMO energy is -6.700 eV. The value obtained for the frontier orbital gap is 1.142 eV.

Record 2
Molecular formula: C36H60FeOP2
Method: DFT, wB97M-V/def2-TZVPD

Structure (XYZ):
```
100
Properties=species:S:1:pos:R:3:lowdin_spin:R:1
Fe 0.111 1.674 0.397 3.246
C -1.382 2.139 1.896 0.071
C -1.256 3.256 0.982 0.045
C -2.311 1.514 -0.151 0.115
C -1.939 1.029 1.143 0.059
C -1.788 2.836 -0.294 0.079
C -1.183 2.190 3.374 0.009
H -0.606 3.075 3.671 0.000
H -0.673 1.293 3.746 0.001
H -2.157 2.241 3.885 0.003
C -2.215 -0.363 1.616 0.007
H -1.740 -0.577 2.584 0.000
H -1.852 -1.089 0.864 0.003
H -3.298 -0.538 1.713 0.001
C -3.142 0.745 -1.117 0.015
H -4.176 0.618 -0.750 0.006
H -2.741 -0.272 -1.258 0.003
H -3.214 1.237 -2.096 0.000
C -1.965 3.713 -1.480 0.010
H -2.999 4.089 -1.505 0.004
H -1.795 3.167 -2.419 0.001
H -1.296 4.582 -1.453 0.000
C -0.875 4.654 1.337 0.008
H -1.776 5.261 1.553 0.003
H -0.347 5.149 0.508 0.000
H -0.235 4.690 2.228 0.000
C 4.299 1.695 2.308 0.000
C 3.540 2.463 3.126 0.004
C 3.347 3.948 3.060 0.001
C 3.241 4.546 1.642 0.002
C 2.532 3.699 0.626 0.013
C 3.128 2.775 -0.171 0.012
C 4.564 2.376 -0.138 0.002
C 5.230 2.174 1.253 0.000
H 4.165 4.468 3.592 0.000
H 4.246 4.827 1.288 0.001
H 2.426 4.172 3.636 0.000
H 5.758 3.094 1.545 0.000
H 4.327 0.606 2.435 0.000
H 3.098 1.997 4.017 0.000
H 5.994 1.391 1.132 0.000
H 4.667 1.446 -0.722 0.000
H 2.637 2.458 -1.090 0.002
H 5.157 3.152 -0.648 0.001
H 2.657 5.481 1.733 0.000
H 1.495 4.039 0.428 0.005
P 0.912 -0.420 1.003 0.066
P 0.621 0.929 -1.827 0.034
C 2.414 -0.561 -0.143 0.008
C 2.164 -0.112 -1.588 0.008
H 2.690 -1.621 -0.132 0.000
H 3.255 -0.007 0.287 0.001
H 2.982 0.536 -1.952 0.000
H 2.095 -0.993 -2.255 0.001
C -0.480 -0.053 -2.892 0.005
H -1.315 0.574 -3.230 0.000
H -0.888 -0.932 -2.374 0.001
H 0.077 -0.379 -3.785 0.001
C 1.009 2.321 -2.932 0.009
H 1.698 1.992 -3.718 0.002
H 1.442 3.174 -2.404 0.001
H 0.091 2.669 -3.417 0.000
C 1.542 -1.322 2.494 0.039
H 0.823 -1.183 3.318 0.000
H 2.516 -0.927 2.829 0.001
H 1.632 -2.397 2.270 0.001
C 1.354 1.214 1.824 0.060
H 1.042 2.300 1.561 0.014
H 2.409 1.244 1.585 0.008
H 1.185 1.143 2.901 0.006
C 0.949 -3.543 -2.837 0.008
C 0.689 -4.412 -1.601 0.013
C 1.199 -3.728 -0.336 0.009
C -0.779 -4.801 -1.474 0.147
C -1.125 -6.127 -1.599 -0.001
C -2.442 -6.558 -1.429 0.219
C -3.436 -5.632 -1.094 -0.010
C -3.153 -4.284 -0.945 0.161
C -4.245 -3.270 -0.619 0.014
C -5.086 -2.947 -1.852 0.010
C -5.148 -3.726 0.529 0.005
C -1.802 -3.807 -1.177 0.090
O -1.549 -2.567 -1.124 0.328
H 0.368 -2.612 -2.754 0.000
H 0.634 -4.074 -3.747 0.000
H 2.017 -3.302 -2.922 0.001
H 1.233 -5.358 -1.733 0.000
H 0.808 -2.698 -0.311 0.002
H 0.839 -4.241 0.565 0.000
H 2.297 -3.704 -0.313 0.001
H -0.334 -6.850 -1.825 -0.004
H -2.675 -7.619 -1.554 0.011
H -4.464 -5.987 -0.953 -0.004
H -3.730 -2.355 -0.301 0.000
H -5.573 -3.853 -2.234 0.000
H -5.863 -2.215 -1.612 0.001
H -4.443 -2.534 -2.635 0.000
H -4.550 -3.881 1.434 0.000
H -5.903 -2.959 0.738 0.001
H -5.659 -4.661 0.268 0.000
```

Its HOMO energy (alpha / beta) is -9.3374 / -10.5238 eV. Its charge is +1. The LUMO energy (alpha / beta) is -1.523 / -4.038 eV. The value obtained for the frontier orbital gap (alpha / beta) is 7.815 / 6.486 eV. The spin multiplicity is 6.

Record 3
Molecular formula: C36H60N4O12
Method: DFT, wB97M-V/def2-TZVPD

Structure (XYZ):
```
112
Properties=species:S:1:pos:R:3:mulliken_charge:R:1
O -6.535 6.709 -3.089 -0.581
C -5.907 5.673 -3.029 0.554
O -5.729 5.010 -1.855 -0.342
C -5.068 3.743 -2.088 -0.372
C -4.322 3.948 -3.397 -0.466
C -5.283 4.853 -4.161 -0.475
H -5.852 2.993 -2.190 0.285
H -4.341 3.619 -1.285 0.288
H -4.061 2.950 -3.747 0.334
H -3.403 4.527 -3.306 0.242
H -6.045 4.320 -4.729 0.243
H -4.814 5.514 -4.890 0.292
O 4.676 1.548 1.288 -0.597
C 5.175 0.493 0.970 0.491
O 4.661 -0.729 1.355 -0.345
C 5.462 -1.825 0.804 -0.420
C 6.780 -1.189 0.401 -0.525
C 6.348 0.201 0.062 -0.347
H 5.010 -2.096 -0.150 0.265
H 5.580 -2.758 1.355 0.359
H 7.149 -1.710 -0.483 0.295
H 7.431 -1.224 1.274 0.293
H 6.016 0.264 -0.974 0.223
H 7.168 0.905 0.203 0.302
O -1.004 3.733 -7.870 -0.590
C -0.504 2.624 -8.096 0.479
O 0.756 2.481 -8.671 -0.349
C 1.133 1.072 -8.771 -0.368
C -0.185 0.267 -8.441 -0.474
C -1.002 1.258 -7.629 -0.311
H 1.965 0.887 -8.091 0.254
H 1.457 0.771 -9.767 0.285
H 0.046 -0.625 -7.858 0.305
H -0.673 0.030 -9.386 0.280
H -0.857 1.143 -6.555 0.209
H -2.070 1.125 -7.802 0.278
O 0.090 -0.538 -1.923 -0.654
C -0.258 -0.642 -0.777 0.559
O -0.065 0.326 0.114 -0.300
C -0.517 -0.112 1.408 -0.336
C -0.644 -1.608 1.299 -0.686
C -1.044 -1.809 -0.177 -0.322
H -1.540 0.216 1.592 0.292
H 0.219 0.059 2.194 0.324
H -1.318 -1.985 2.067 0.377
H 0.302 -2.132 1.432 0.273
H -2.102 -1.616 -0.355 0.185
H -0.750 -2.771 -0.597 0.276
C -2.201 -4.356 7.201 -0.506
O -3.348 -3.598 6.893 -0.496
H -2.479 -5.299 7.673 0.236
H -1.627 -4.741 6.358 0.241
H -1.619 -3.751 7.896 0.214
H -3.089 -2.735 6.562 0.308
C -2.749 1.899 6.141 -0.601
O -2.270 0.581 6.348 -0.443
H -2.575 2.512 7.025 0.257
H -2.314 2.325 5.237 0.244
H -3.805 1.947 5.872 0.266
H -1.370 0.767 6.624 0.271
C 2.622 3.918 -3.502 -0.483
O 3.061 2.663 -3.863 -0.454
H 2.047 3.906 -2.576 0.207
H 3.516 4.534 -3.403 0.205
H 1.957 4.299 -4.277 0.229
H 2.302 2.097 -3.703 0.296
C -5.856 -1.575 2.033 -0.454
O -5.932 -0.671 0.944 -0.498
H -5.228 -1.090 2.780 0.152
H -6.884 -1.555 2.395 0.276
H -5.523 -2.574 1.752 0.235
H -6.139 -1.134 0.129 0.288
N -1.665 -7.162 -0.770 -0.007
C -1.804 -7.708 -2.010 -0.464
C -3.123 -7.497 -2.397 -0.329
C -3.741 -6.731 -1.368 -0.368
C -2.851 -6.613 -0.365 -0.570
H -0.868 -7.343 -0.177 0.227
H -0.992 -8.268 -2.450 0.364
H -3.582 -7.853 -3.308 0.371
H -4.799 -6.516 -1.366 0.388
H -2.993 -6.351 0.673 0.393
N 6.003 -2.079 -4.733 -0.007
C 4.863 -2.884 -4.614 -0.454
C 5.298 -4.171 -4.577 -0.414
C 6.736 -4.139 -4.547 -0.375
C 7.119 -2.869 -4.689 -0.559
H 6.010 -1.096 -4.964 0.208
H 3.908 -2.391 -4.719 0.440
H 4.599 -4.986 -4.459 0.385
H 7.402 -4.985 -4.462 0.393
H 8.101 -2.446 -4.845 0.391
N 0.564 5.107 2.843 0.031
C -0.623 5.372 2.192 -0.761
C -1.400 5.994 3.084 -0.246
C -0.642 6.141 4.277 -0.471
C 0.556 5.517 4.100 -0.348
H 1.341 4.614 2.425 0.188
H -0.805 5.082 1.168 0.427
H -2.409 6.377 3.029 0.403
H -0.942 6.604 5.205 0.379
H 1.367 5.253 4.764 0.406
N 1.511 -0.739 8.968 0.010
C 1.144 0.582 9.275 -0.580
C 1.548 1.349 8.154 -0.444
C 2.156 0.513 7.204 -0.291
C 2.121 -0.750 7.759 -0.535
H 1.457 -1.550 9.568 0.211
H 0.721 0.819 10.241 0.382
H 1.521 2.424 8.063 0.419
H 2.676 0.776 6.294 0.461
H 2.486 -1.665 7.316 0.375
```

Its HOMO energy is -8.2524 eV. Its charge is 0. The relative energy (zero: lowest compared OMol25 entry of this formula, charge and spin) comes out at 303.7 kJ/mol. The LUMO energy is 0.041 eV. The value obtained for the frontier orbital gap is 8.293 eV. Its structure (SMILES) is c1cc[nH]c1.c1cc[nH]c1.c1cc[nH]c1.c1cc[nH]c1.O=C1CCCO1.O=C1CCCO1.O=C1CCCO1.O=C1CCCO1.CO.CO.CO.CO.

Which max |F| belongs to each record? In order, 13.53; 4.38; 3.61 eV/A.
Which E_tot belongs to each record? In order, -189514.8517; -93308.6789; -68830.9879 eV.